{"formula": "C5H8O", "method": "the ωB97M-V functional and the def2-TZVPD basis", "gap_ev": 10.47, "lumo_energy_ev": 1.1, "homo_ev": -9.37, "e_tot_ha": -270.42809, "charge": 0, "relative_energy_kcal_mol": 81.5, "species": ["C", "C", "C", "C", "O", "C", "H", "H", "H", "H", "H", "H", "H", "H"], "coordinates": [[-1.299, 0.951, -0.382], [-1.359, -0.307, 0.375], [0.078, 0.226, -0.294], [0.971, -0.978, -0.735], [1.646, -0.884, 0.536], [1.291, 0.507, 0.611], [-1.874, 1.039, -1.300], [-1.357, 1.837, 0.253], [-1.576, -0.313, 1.448], [-1.906, -1.127, -0.121], [0.389, -1.884, -0.858], [1.744, -0.934, -1.523], [1.052, 0.901, 1.595], [2.162, 1.085, 0.227]], "forces_ev_per_angstrom": [[0.98, 0.23, -0.52], [1.10, -0.11, -0.05], [-1.67, -0.57, 1.18], [-0.58, -0.25, -0.32], [0.09, -0.11, -0.08], [-0.64, 0.27, 0.39], [0.28, 0.03, -0.03], [0.26, 0.02, -0.41], [0.47, 0.30, -0.30], [0.89, 0.24, 0.04], [0.16, -0.36, 0.04], [-0.57, 0.60, -0.03], [0.11, -0.30, 0.42], [-0.89, 0.02, -0.32]]}